9
Properties=species:S:1:pos:R:3:forces:R:3 method="wB97M-V/def2-TZVPD" spin_multiplicity=1 homo_ev=-3.76 charge=-1 smiles="O=C([O-])[SiH](O)O" homo_lumo_gap_ha=0.2772
C 1.6415 0.3300 0.0357 -1.1 3.1 -1.7
O 1.9927 -0.8156 0.0589 0.3 -4.2 0.7
O 2.3719 1.3226 -0.0794 -0.8 0.9 0.4
O -0.9374 -1.2873 0.4294 -1.5 2.9 -1.8
O -1.5722 1.2589 0.3587 0.0 -1.0 -0.4
Si -0.4149 0.2256 -0.3626 0.4 -1.1 1.9
H -0.1642 -1.7335 0.6556 2.3 -1.3 0.6
H -2.2127 0.6205 0.7416 0.5 0.7 -0.2
H -0.7048 0.0788 -1.8380 0.0 0.1 0.3

=====

92
Properties=species:S:1:pos:R:3:forces:R:3 method="wB97M-V/def2-TZVPD" spin_multiplicity=1 homo_ev=-7.15 charge=0 homo_lumo_gap_ha=0.2404
Pt 0.1259 -1.7843 -0.4339 0.0 0.1 0.0
C -0.5931 8.1097 9.5176 0.0 0.0 0.0
O -1.0899 6.7841 9.5585 0.0 0.0 0.0
C -0.9033 6.0066 8.4642 0.0 0.0 0.0
C -1.3800 4.6996 8.5596 0.0 0.0 0.0
C -1.2365 3.8343 7.4967 0.0 0.0 0.0
C -0.6170 4.2458 6.3153 0.0 0.0 0.0
C -0.1444 5.5493 6.2326 0.0 0.0 0.0
C -0.2825 6.4310 7.2930 0.0 0.0 0.0
C -0.4420 3.3545 5.1665 0.0 0.0 0.0
N 0.1676 3.6770 4.0530 0.0 0.0 0.0
C 0.1138 2.5433 3.2745 -0.1 -0.1 0.1
C -0.5531 1.5326 3.9303 0.0 0.0 -0.1
N -0.9084 2.0635 5.1449 0.0 0.0 -0.1
C -0.7974 0.2710 3.3425 0.0 0.0 0.1
C -1.5668 -0.7185 3.9748 0.0 0.0 0.0
C -1.8067 -1.8961 3.3324 0.0 0.0 0.0
C -1.2705 -2.0662 2.0555 -0.1 0.0 0.0
N -0.5264 -1.1594 1.4418 0.0 -0.1 -0.1
C -0.2500 0.0381 2.0528 0.0 0.0 0.0
C 0.5496 1.0650 1.4193 0.1 0.0 0.0
N 0.7239 1.6638 -1.2068 -0.1 0.3 -0.1
C 0.7274 2.9309 -1.0509 0.1 -0.1 0.1
C 1.3130 3.7247 0.0305 0.0 0.0 0.1
C 1.3359 3.4383 1.3413 -0.1 0.1 -0.1
C 0.6685 2.3148 1.9909 0.1 0.0 -0.1
H -0.8232 8.5457 10.4854 0.0 0.0 0.0
H -1.0819 8.6914 8.7321 0.0 0.0 0.0
H 0.4885 8.1215 9.3620 0.0 0.0 0.0
H -1.8555 4.3859 9.4783 0.0 0.0 0.0
H -1.6117 2.8243 7.6087 0.0 0.0 0.0
H 0.3389 5.8693 5.3199 0.0 0.0 0.0
H 0.0965 7.4372 7.1952 0.0 0.0 0.0
H -1.3974 1.5997 5.8882 0.0 0.0 0.0
H -1.9592 -0.5413 4.9680 0.0 0.0 0.0
H -2.3785 -2.6954 3.7781 0.0 0.0 0.0
H -1.4421 -2.9796 1.5046 0.0 0.0 0.0
H 0.2820 3.5069 -1.8635 -0.1 0.0 0.0
H 1.6901 4.6926 -0.2831 0.0 0.0 0.0
H 1.7291 4.1828 2.0233 0.0 0.0 0.0
C 0.8113 -5.0419 -6.4478 0.0 0.0 0.0
C 0.3477 -3.6553 -6.7927 0.0 0.0 0.0
C 0.0063 -3.3089 -8.0944 0.0 0.0 0.0
C -0.4309 -2.0321 -8.4135 0.0 0.0 0.0
C -0.5107 -1.0667 -7.4222 0.0 0.0 0.0
C -0.1538 -1.3809 -6.1209 0.0 0.0 0.0
C 0.2557 -2.6721 -5.8033 0.0 0.0 0.0
N 0.6379 -3.0194 -4.4842 0.0 -0.1 0.0
C 0.0928 -2.5101 -3.3324 0.1 0.1 -0.1
N -1.2134 -2.1954 -3.3970 0.0 -0.1 0.0
C -1.9230 -1.2757 -2.5886 0.0 0.1 0.0
C -1.4604 -0.9027 -1.3256 0.0 0.0 0.0
C -2.2201 0.0790 -0.6755 0.0 0.0 0.0
C -3.3735 0.6156 -1.2173 0.0 0.0 0.0
C -3.8253 0.1765 -2.4514 0.0 0.0 0.0
C -3.1048 -0.7705 -3.1574 0.0 0.0 0.0
C -3.5925 -1.2347 -4.5060 0.0 0.0 0.0
N 0.8034 -2.3818 -2.2516 0.0 -0.1 0.1
C 2.2054 -2.6670 -2.3508 0.0 0.1 0.1
C 3.0901 -1.6026 -2.4505 0.0 0.0 0.0
C 4.4523 -1.8395 -2.5160 0.0 0.0 0.0
C 4.9224 -3.1451 -2.4845 0.0 0.0 0.0
C 4.0314 -4.2009 -2.3773 0.0 0.0 0.0
C 2.6582 -3.9865 -2.2989 0.0 0.0 0.0
C 1.6994 -5.1329 -2.1254 0.0 0.0 -0.1
H 0.7041 -5.7070 -7.3025 0.0 0.0 0.0
H 0.2371 -5.4515 -5.6149 0.0 0.0 0.0
H 1.8638 -5.0540 -6.1512 0.0 0.0 0.0
H 0.0749 -4.0630 -8.8689 0.0 0.0 0.0
H -0.7016 -1.7920 -9.4327 0.0 0.0 0.0
H -0.8329 -0.0617 -7.6601 0.0 0.0 0.0
H -0.1807 -0.6223 -5.3485 0.0 0.0 0.0
H 1.5499 -3.4370 -4.3730 0.0 0.0 0.0
H -1.6513 -2.4332 -4.2709 0.0 0.0 0.0
H -1.9082 0.4498 0.2899 0.0 0.0 0.0
H -3.9239 1.3720 -0.6720 0.0 0.0 0.0
H -4.7374 0.5751 -2.8787 0.0 0.0 0.0
H -4.5435 -0.7614 -4.7433 0.0 0.0 0.0
H -3.7571 -2.3166 -4.5347 0.0 0.0 0.0
H -2.8940 -0.9863 -5.3100 0.0 0.0 0.0
H 2.6926 -0.5952 -2.4548 0.0 0.0 0.0
H 5.1432 -1.0098 -2.5804 0.0 0.0 0.0
H 5.9858 -3.3407 -2.5271 0.0 0.0 0.0
H 4.4054 -5.2163 -2.3241 0.0 0.0 0.0
H 2.2220 -6.0095 -1.7466 0.0 0.0 0.0
H 1.2230 -5.4113 -3.0704 0.0 0.0 0.0
H 0.9039 -4.8751 -1.4251 0.0 0.0 0.0
S 3.5367 -0.4386 2.5896 0.0 -0.1 0.0
Sb 2.2983 -2.2785 2.6932 -0.1 0.1 0.0
S 1.6774 -3.3328 0.7498 0.0 0.0 0.0
S 1.5636 0.7618 0.0010 0.0 -0.2 0.1
S 1.4097 -3.1081 4.5572 0.1 0.0 -0.1

=====

87
Properties=species:S:1:pos:R:3:forces:R:3 method="wB97M-V/def2-TZVPD" spin_multiplicity=4 homo_ev="-2.36 / -4.50" s_squared=3.754 charge=-2 homo_lumo_gap_ha="0.2463 / 0.3249"
V 0.6196 -0.8139 0.1972 0.3 -0.2 0.0
O 4.2485 -0.0990 -1.3242 0.0 0.0 0.0
C 3.3557 0.6323 -0.8819 0.0 0.1 0.0
O 2.2625 0.2880 -0.3582 -0.1 0.0 -0.1
C 3.5562 2.1417 -0.9914 0.0 0.0 -0.1
C 4.2705 2.6496 -2.0731 0.0 0.0 0.0
C 4.3842 4.0212 -2.2114 0.0 0.0 0.0
C 3.7988 4.8380 -1.2556 0.0 0.0 0.0
C 3.1274 4.2363 -0.2014 0.0 0.0 0.1
N 3.0016 2.9208 -0.0647 0.0 0.0 0.0
H 4.7073 1.9547 -2.7767 0.0 0.0 0.0
H 4.9129 4.4489 -3.0558 0.0 0.0 0.0
H 3.8421 5.9172 -1.3280 0.0 0.0 0.0
H 2.6422 4.8414 0.5566 0.0 0.0 0.0
N -3.3276 -1.0836 -0.1754 0.0 0.0 0.0
C -3.4592 -2.0544 0.9704 0.0 0.0 0.0
C -4.7353 -2.8610 0.7968 0.0 0.0 -0.1
P -3.5628 -0.9096 2.4421 0.0 0.1 0.0
O -3.8080 -1.9881 3.6162 0.0 0.0 0.0
O -4.8023 -0.1183 2.1764 0.0 0.0 0.0
O -2.2355 -0.2456 2.5641 0.0 0.0 0.0
P -1.9399 -3.0767 1.0139 -0.2 0.1 -0.1
O -2.2443 -4.2160 -0.0760 0.2 -0.2 0.0
O -1.8071 -3.6347 2.3857 0.1 0.0 0.0
O -0.8871 -2.1977 0.3927 0.2 0.0 0.3
H -3.5170 -1.5362 -1.0685 0.0 0.0 0.0
H -2.3645 -0.6949 -0.2194 0.0 0.1 0.0
H -3.9947 -0.3194 -0.0073 0.0 0.0 0.0
H -5.6105 -2.2150 0.8921 0.0 0.0 0.0
H -4.7833 -3.6162 1.5795 0.0 0.0 0.0
H -4.7443 -3.3797 -0.1663 0.0 0.0 0.0
H -3.0484 -2.6056 3.5845 0.0 0.0 0.0
H -1.6107 -4.1513 -0.8233 -0.2 0.1 0.0
C 1.0424 1.0209 4.5015 0.0 0.0 0.0
C 1.0665 2.1558 3.4575 0.0 0.0 0.0
C 0.6436 1.4616 2.1736 0.0 0.1 0.1
O 1.1806 0.1266 2.3125 -0.4 0.0 -0.4
C 0.8936 -0.2587 3.6637 0.0 -0.1 -0.1
H 0.2053 1.1179 5.1930 0.0 0.0 0.0
H 1.9630 1.0064 5.0870 0.0 0.0 0.0
H 2.0748 2.5569 3.3423 0.0 0.0 0.0
H 0.3960 2.9768 3.7100 0.0 0.0 0.0
H 1.0639 1.8931 1.2726 0.0 0.0 0.0
H -0.4451 1.3940 2.1005 0.0 0.0 0.0
H 1.6125 -1.0292 3.9466 0.0 0.0 0.0
H -0.1233 -0.6512 3.7138 -0.1 0.0 0.0
N 1.7905 -5.5149 4.6240 0.0 0.0 0.0
C 2.0385 -4.8894 3.6916 0.0 0.1 0.0
C 2.4277 -4.1068 2.5517 0.0 0.0 0.0
C 3.6622 -4.3350 1.9459 0.0 0.0 0.0
C 4.0208 -3.5600 0.8645 0.0 0.0 0.0
C 3.1455 -2.5773 0.4244 0.0 0.1 0.1
N 1.9691 -2.3564 1.0137 -0.1 0.0 -0.2
C 1.6002 -3.1098 2.0461 0.0 -0.1 -0.1
H 4.3138 -5.1108 2.3269 0.0 0.0 0.0
H 4.9642 -3.7015 0.3571 0.0 0.0 0.0
H 3.3957 -1.9252 -0.4046 0.0 0.0 0.0
H 0.6138 -2.9366 2.4593 0.0 0.0 0.0
C 0.5576 1.0071 -3.8167 0.0 0.0 0.0
C -0.9212 0.7412 -3.5638 0.0 0.0 0.0
C -1.5578 1.7353 -2.5739 0.0 0.0 0.0
C -3.0482 1.3982 -2.3926 0.0 0.0 0.0
C -3.7277 2.1633 -1.2626 0.0 0.0 0.0
C -1.4758 3.1227 -3.1803 0.0 0.0 0.0
O -1.9779 3.3985 -4.2582 0.0 0.0 0.0
N -0.8128 4.0513 -2.4472 0.0 0.0 0.0
C -0.2833 3.8702 -1.1452 0.0 -0.1 0.0
O 0.1391 4.8694 -0.5904 0.0 0.0 0.0
N -0.2725 2.6256 -0.6065 0.0 0.0 0.1
C -0.8329 1.6160 -1.2255 0.0 -0.1 -0.2
O -0.8242 0.4394 -0.7512 -0.1 0.2 0.1
H 0.9632 0.2595 -4.4986 0.0 0.0 0.0
H 1.1300 0.9325 -2.8892 0.0 0.0 0.0
H 0.7235 1.9967 -4.2517 0.0 0.0 0.0
H -1.0285 -0.2565 -3.1400 0.0 0.0 0.0
H -1.4913 0.7936 -4.4945 0.0 0.0 0.0
H -3.1098 0.3218 -2.2270 0.0 0.0 0.0
H -3.5440 1.6005 -3.3441 0.0 0.0 0.0
H -3.2741 1.9476 -0.2920 0.0 0.0 0.0
H -4.7889 1.9134 -1.2006 0.0 0.0 0.0
H -3.6537 3.2420 -1.4199 0.0 0.0 0.0
H -0.7769 4.9938 -2.8054 0.0 0.0 0.0
F 0.3490 -1.7189 -2.1189 0.3 0.0 0.5
B 0.4479 -3.1077 -2.4232 -0.2 -0.1 -0.1
F 1.2391 -3.7518 -1.4742 0.0 0.0 0.0
F -0.8736 -3.6588 -2.3859 0.1 0.0 0.1
F 0.9632 -3.2665 -3.7053 0.0 0.0 0.0

=====

Computed max |F| (hartree/bohr) in order:
0.0839; 0.0057; 0.0104